Record 1
Below is the molecule C4H10OS in a non-equilibrium geometry, with properties calculated with wB97M-V/def2-TZVPD.

Positions of all 16 atoms, in Å:
C1 -2.22 0.89 -0.66
O1 -1.21 0.05 -1.14
C2 -0.22 -0.24 -0.26
C3 0.44 -1.54 -0.75
S1 0.96 1.08 -0.05
C4 1.93 0.62 1.38
H1 -1.87 1.96 -0.68
H2 -2.98 0.83 -1.45
H3 -2.61 0.58 0.33
H4 -0.57 -0.38 0.82
H5 -0.21 -2.32 -1.20
H6 1.06 -1.16 -1.55
H7 1.07 -1.96 0.03
H8 2.64 -0.25 1.17
H9 1.25 0.43 2.25
H10 2.54 1.42 1.76

The maximum force is 3.31 eV/Å. Its lowest unoccupied orbital energy is 0.964 eV. Its SMILES is CO[C@@H](C)SC. Its spin multiplicity is 1.

Record 2
Below is an isolated ion of composition C4H8NO2 and charge -1 in a non-equilibrium geometry, with properties calculated with wB97M-V/def2-TZVPD.

Positions of all 15 atoms, in Å:
C1 0.99 -1.83 0.02
C2 0.13 -1.09 1.02
O1 0.33 -1.13 2.22
N1 -0.89 -0.30 0.50
C3 -0.74 0.53 -0.67
C4 -0.19 1.96 -0.37
O2 0.25 2.61 -1.43
H1 0.28 -2.25 -0.72
H2 1.55 -1.02 -0.43
H3 1.57 -2.63 0.47
H4 -1.19 0.22 1.32
H5 -1.65 0.73 -1.27
H6 0.03 0.11 -1.32
H7 0.57 1.68 0.45
H8 -1.02 2.42 0.22

The maximum force is 1.68 eV/Å. Its lowest unoccupied orbital energy is 3.804 eV. Its SMILES is CC(=O)NCC[O-]. Its spin multiplicity is 1. As for the total charge: -1.

Record 3
Below is C22H48BBrO15V as an isolated structure in a non-equilibrium geometry, with properties calculated with wB97M-V/def2-TZVPD.

Positions of all 88 atoms, in Å:
O1 -0.09 1.36 0.26
V1 -1.23 0.74 1.19
Br1 -1.46 2.53 3.04
O2 -1.60 -3.95 -0.22
C1 -1.16 -3.25 -1.20
O3 -0.76 -3.70 -2.38
B1 -0.25 -2.59 -3.20
O4 -0.55 -1.41 -2.39
C2 -1.00 -1.73 -1.23
O5 -1.40 -0.98 -0.35
O6 -0.95 -2.55 -4.53
C3 -0.11 -2.75 -5.53
O7 -0.35 -2.72 -6.74
C4 1.28 -2.82 -4.94
O8 1.14 -2.75 -3.61
O9 2.34 -3.04 -5.60
C5 5.97 -0.09 -0.03
C6 5.30 0.50 1.16
O10 4.38 1.49 0.72
C7 3.76 2.18 1.78
C8 2.79 3.21 1.13
H1 6.64 -0.90 0.25
H2 5.32 -0.44 -0.82
H3 6.57 0.69 -0.50
H4 4.80 -0.35 1.62
H5 5.98 0.98 1.86
H6 3.34 1.57 2.58
H7 4.58 2.73 2.24
H8 3.29 3.97 0.53
H9 2.29 3.74 1.94
H10 2.08 2.72 0.46
C9 -3.10 -2.29 3.77
C10 -2.92 -1.99 2.32
C11 -4.14 -2.36 1.50
O11 -2.73 -0.62 2.24
H11 -2.18 -2.21 4.35
H12 -3.41 -3.33 3.78
H13 -3.86 -1.72 4.31
H14 -2.08 -2.53 1.90
H15 -3.94 -2.54 0.45
H16 -4.86 -1.55 1.41
H17 -4.58 -3.30 1.84
H18 -3.46 -0.21 2.72
C12 2.58 -1.09 -0.75
C13 2.48 -2.57 -0.39
C14 3.74 -3.36 -0.29
O12 1.86 -2.62 0.87
H19 2.91 -0.52 0.11
H20 1.61 -0.68 -1.04
H21 3.26 -0.97 -1.60
H22 1.86 -3.12 -1.10
H23 3.50 -4.34 0.11
H24 4.44 -2.85 0.38
H25 4.14 -3.41 -1.30
H26 1.91 -3.54 1.15
C15 -5.32 1.55 -0.33
C16 -4.04 0.78 -0.59
C17 -3.72 0.71 -2.11
O13 -2.99 1.46 0.06
H27 -6.09 1.06 -0.93
H28 -5.20 2.59 -0.62
H29 -5.60 1.52 0.73
H30 -4.12 -0.22 -0.17
H31 -4.43 0.08 -2.64
H32 -2.73 0.28 -2.29
H33 -3.75 1.71 -2.54
H34 -2.83 2.29 -0.38
C18 -1.93 5.24 -2.42
C19 -1.26 3.95 -1.94
C20 0.26 4.16 -1.78
O14 -1.83 3.67 -0.67
H35 -1.57 5.54 -3.40
H36 -1.70 6.14 -1.85
H37 -3.02 5.16 -2.38
H38 -1.45 3.16 -2.67
H39 0.78 3.25 -1.51
H40 0.45 4.95 -1.05
H41 0.68 4.45 -2.75
H42 -1.89 4.54 -0.27
C21 1.73 -0.43 3.85
C22 0.36 -0.90 3.31
O15 0.29 -0.69 1.96
H43 1.82 -0.72 4.89
H44 1.91 0.65 3.76
H45 2.56 -0.95 3.38
H46 -0.41 -0.31 3.81
H47 0.21 -1.92 3.65
H48 0.87 -1.39 1.65

The maximum force is 5.55 eV/Å. Its lowest unoccupied orbital energy (spin up / spin down) is -1.011 / -0.750 eV. Its spin multiplicity is 2.

Record 4
Below is C13H12Br4IIrN2O8P2 as an isolated structure in a non-equilibrium geometry, with properties calculated with wB97M-V/def2-TZVPD.

Positions of all 43 atoms, in Å:
Ir1 -0.69 -0.30 -0.90
N1 0.46 0.51 3.70
C1 0.45 1.33 2.41
C2 1.00 2.73 2.68
P1 -1.31 1.29 1.86
O1 -1.83 2.75 2.29
O2 -1.98 0.24 2.67
O3 -1.29 1.29 0.34
P2 1.62 0.37 1.32
O4 2.41 1.58 0.61
O5 2.46 -0.41 2.27
O6 0.94 -0.44 0.23
H1 0.52 1.11 4.52
H2 1.28 -0.12 3.63
H3 -0.44 -0.01 3.70
H4 0.40 3.22 3.45
H5 0.94 3.33 1.77
H6 2.04 2.69 2.98
H7 -2.74 2.69 2.60
H8 3.17 1.25 0.11
Br1 -1.43 -6.74 1.36
C3 -1.21 -5.23 0.25
C4 -0.75 -5.38 -1.06
Br2 -0.28 -7.08 -1.73
C5 -0.61 -4.26 -1.88
Br3 0.02 -4.35 -3.65
C6 -0.91 -3.00 -1.38
O7 -0.82 -1.86 -2.07
C7 -1.32 -2.85 -0.04
O8 -1.50 -1.59 0.35
C8 -1.49 -3.96 0.76
Br4 -2.08 -3.66 2.53
I1 1.87 -0.85 -3.13
C9 0.94 0.98 -3.15
C10 1.27 1.92 -4.10
C11 0.67 3.17 -4.04
C12 -0.23 3.43 -3.03
C13 -0.53 2.43 -2.13
N2 0.03 1.21 -2.18
H9 1.99 1.68 -4.87
H10 0.92 3.92 -4.78
H11 -0.71 4.39 -2.93
H12 -1.24 2.57 -1.33

The maximum force is 1.56 eV/Å. Its lowest unoccupied orbital energy is -0.659 eV. Its spin multiplicity is 1.

Electronic energy? In order: -631.78774 -362.44899 -5538.78768 -12595.02274 a.u..
ΔE to the lowest compared entry with this formula, charge and spin? In order: 1.005 2.047 0.000 1.699 eV.